The following is a DFT calculation (the ωB97M-V functional and the def2-TZVPD basis) of a 2-piece molecular cluster, C4H12N2 overall in a non-equilibrium geometry.

Calculated values
largest force on an atom: 0.0286 hartree/bohr
charge: -1
energy relative to the best compared isomer or geometry (same formula, charge and spin): 19.0 kcal/mol
2S+1: 2
electronic energy: -269.02327 hartree

Cartesian coordinates (Å):
C1 -3.0262 1.5348 0.7696
C2 -1.5084 1.7798 0.5483
C3 -1.0681 1.1567 -0.7620
H1 -3.5581 1.9401 -0.0877
H2 -3.3499 1.8918 1.7415
H3 -3.1645 0.4535 0.6992
H4 -0.9933 1.2945 1.3721
H5 -1.3136 2.8504 0.5190
H6 -0.0347 1.3414 -0.9817
H7 -1.1803 0.0792 -0.7269
H8 -1.5401 1.6083 -1.6453
N1 2.0161 -1.8191 -0.7249
C4 2.9923 -2.2219 0.2374
N2 4.1654 -2.7848 -0.2077
H9 1.4544 -2.5823 -1.1393
H10 2.5634 -1.4980 -1.5157
H11 2.8053 -2.0381 1.2916
H12 4.7402 -2.9861 0.6126

Force components x, y, z for each atom (eV/Å):
1.3 -0.5 -0.6
-1.1 -0.2 -0.2
0.2 0.3 -0.3
-0.4 0.4 0.2
-0.3 0.2 -0.1
-0.2 0.0 0.3
0.4 0.2 0.1
0.2 0.1 0.3
0.8 -0.1 0.3
-0.2 -0.2 -0.3
-0.6 -0.3 0.3
0.0 0.3 -0.1
1.1 -0.4 -0.2
-0.8 0.2 0.2
0.1 -0.3 0.3
-0.1 0.2 -0.2
-0.4 0.0 0.0
-0.1 0.0 0.0

***

The following is a DFT calculation (the ωB97M-V functional and the def2-TZVPD basis) of a 2-piece molecular cluster, C4H12N2 overall in a non-equilibrium geometry.

Calculated values
largest force on an atom: 0.0280 hartree/bohr
energy relative to the best compared isomer or geometry (same formula, charge and spin): 45.0 kcal/mol
2S+1: 1
electronic energy: -269.04462 hartree
structure (SMILES): C=NC.CNC

Cartesian coordinates (Å):
C1 2.0324 3.2865 2.1086
N1 1.8244 2.7311 0.7727
C2 2.4690 3.4704 -0.3094
H1 1.7989 4.3514 2.0768
H2 3.0331 3.1412 2.5188
H3 1.2988 2.8556 2.7936
H4 2.1474 1.7742 0.8077
H5 3.3374 4.0385 0.0590
H6 2.9345 2.7539 -0.9785
H7 1.7667 4.1826 -0.7296
C3 -2.0616 -4.4699 -0.6158
C4 -3.9013 -3.6362 -1.7227
N2 -3.5138 -4.3038 -0.7331
H8 -1.8073 -5.1402 0.1881
H9 -1.6408 -4.8506 -1.5480
H10 -1.5933 -3.5232 -0.3297
H11 -4.9465 -3.4311 -1.9142
H12 -3.1782 -3.2303 -2.4446

Force components x, y, z for each atom (eV/Å):
-0.8 0.3 -0.3
0.1 -0.3 0.5
0.8 -0.2 1.2
0.2 0.1 0.0
0.2 0.1 0.0
0.1 -0.1 0.0
0.0 0.0 -0.3
-0.1 0.2 0.1
-0.5 0.1 -0.7
0.0 -0.1 -0.5
-0.2 0.3 0.1
0.5 0.1 -0.4
0.0 -0.1 0.3
-0.1 -0.5 0.2
0.1 0.1 0.0
0.0 0.1 -0.3
-0.2 -0.1 0.2
-0.1 0.1 -0.1

***

The following is a DFT calculation (the ωB97M-V functional and the def2-TZVPD basis) of C4H12N2 as an isolated structure in a non-equilibrium geometry.

Calculated values
largest force on an atom: 0.0755 hartree/bohr
energy relative to the best compared isomer or geometry (same formula, charge and spin): 84.7 kcal/mol
2S+1: 1
electronic energy: -268.98142 hartree

Cartesian coordinates (Å):
C1 0.6451 -0.2551 -0.5636
C2 1.1331 1.7657 0.5831
C3 -1.6928 -0.2371 0.9963
C4 0.9880 -1.7256 -0.6527
N1 1.0192 0.3316 0.5942
N2 -1.1711 0.0242 -0.7177
H1 0.7849 0.2746 -1.5202
H2 -1.3395 1.0147 -0.8684
H3 -1.6523 -0.4960 -1.4516
H4 2.0769 2.0911 0.1242
H5 0.3088 2.2896 0.0613
H6 -1.3658 0.5476 1.6676
H7 -2.7653 -0.2294 0.8075
H8 -1.3720 -1.2266 1.2940
H9 1.1466 2.1244 1.6154
H10 2.0313 -1.8731 -0.3805
H11 0.4031 -2.2986 0.0677
H12 0.8217 -2.1221 -1.6565

Force components x, y, z for each atom (eV/Å):
2.5 1.8 1.8
0.0 -0.1 0.0
-0.6 0.0 -3.8
-0.9 -0.1 -0.1
-0.5 -1.4 -1.6
-1.1 -0.7 3.7
0.3 0.0 0.0
0.2 -0.1 0.0
-0.5 -0.2 0.6
-0.1 0.1 -0.1
0.1 0.1 0.0
0.3 0.1 -0.6
0.0 0.1 0.4
0.3 0.1 -0.2
0.0 0.1 0.0
0.0 0.2 -0.1
-0.1 -0.1 0.0
-0.1 -0.1 0.0